Molecular formula: C3H7N3O
Method: DFT, ωB97M-V/def2-TZVPD

```
14
Properties=species:S:1:pos:R:3:forces:R:3:lowdin_charge:R:1
C 1.586 -0.367 -1.014 -2.307 1.946 0.861 -0.0523
N 1.428 -0.964 0.097 0.370 -0.093 0.008 -0.0257
N 0.699 -0.396 1.128 0.911 0.475 -1.638 -0.1289
N 0.145 0.901 0.981 -0.623 -2.608 1.007 -0.0256
C -0.865 0.975 0.009 -1.175 0.805 0.224 -0.1974
C -1.702 0.007 -0.389 0.905 -1.443 0.578 -0.1875
O -1.592 -1.319 0.020 2.203 0.240 2.026 -0.0875
H 1.938 -0.814 -1.880 1.344 -1.532 -0.919 0.0375
H 1.071 0.579 -1.314 0.521 -0.374 0.870 0.0703
H 0.837 -0.960 1.967 -0.182 1.397 0.107 0.1449
H 0.724 1.712 0.957 1.148 -0.061 0.188 0.1103
H -0.998 2.041 -0.154 -0.523 -0.281 -0.839 0.1106
H -2.489 0.007 -1.128 0.044 0.957 -0.004 0.1081
H -0.783 -1.402 0.719 -2.636 0.572 -2.471 0.1232
```
Forces are in eV/Å.

## Properties
**Frontier orbital gap**: 0.3233 Ha
**Highest occupied orbital energy**: -0.2889 hartree
**Energy relative to the best compared isomer or geometry (same formula, charge and spin)**: 4.732 eV
**SMILES**: C=NNN/C=C\O

---

Molecular formula: C37H69N2O3P2SSiZr
Method: DFT, ωB97M-V/def2-TZVPD

```
116
Properties=species:S:1:pos:R:3:forces:R:3:lowdin_charge:R:1
Zr 0.202 -0.024 1.486 -0.718 -2.000 0.218 1.6283
C 3.533 -1.044 3.385 0.065 -0.072 0.019 -0.2381
P 2.475 -1.734 2.079 -0.242 0.300 -0.145 0.8321
C 2.377 -3.528 2.447 0.084 0.021 -0.022 -0.2321
C 3.567 -1.825 0.625 0.102 -0.089 0.092 -0.3913
C 2.727 -2.181 -0.598 -0.077 -0.040 0.010 -0.4331
P 1.265 -1.029 -0.796 0.491 0.547 -0.362 0.7449
C -0.005 -2.730 -0.066 -0.193 0.083 0.456 -0.2942
C 2.544 0.441 -1.057 0.043 -0.188 -0.081 -0.3131
H 4.498 -1.555 3.389 0.000 0.032 0.041 0.0554
H 3.064 -1.149 4.362 -0.022 -0.006 0.005 0.0421
H 3.683 0.018 3.192 0.002 0.010 -0.021 0.0421
H 3.361 -3.852 2.790 -0.019 -0.037 -0.010 0.0606
H 2.134 -4.053 1.525 0.014 -0.008 -0.019 0.0414
H 1.636 -3.810 3.186 -0.047 0.000 0.047 0.0290
H 4.330 -2.588 0.815 0.003 0.041 -0.044 0.0975
H 4.085 -0.876 0.507 -0.009 0.036 -0.017 0.0744
H 2.385 -3.209 -0.512 0.022 0.045 0.012 0.0404
H 3.340 -2.111 -1.496 0.003 -0.008 0.040 0.0642
H 0.286 -3.664 -0.550 0.081 0.079 -0.029 0.0028
H -1.075 -2.594 -0.206 0.111 0.036 0.089 -0.0546
H 0.151 -2.894 1.014 -0.045 -0.059 0.018 -0.0369
H 3.390 0.182 -1.697 -0.010 0.021 -0.025 0.0362
H 2.961 0.704 -0.080 -0.029 -0.003 -0.007 0.0124
H 2.067 1.330 -1.453 -0.034 0.016 -0.006 -0.0037
C -3.111 2.839 -1.092 -0.053 0.035 0.021 -0.0897
C -2.904 2.431 0.362 0.027 -0.073 0.031 -0.1893
C -2.169 3.448 1.205 -0.065 0.089 -0.128 -0.1547
C -2.301 4.806 0.948 0.037 -0.034 -0.011 -0.0245
C -1.646 5.753 1.721 0.007 -0.050 0.021 -0.0570
C -0.842 5.343 2.766 0.002 0.013 -0.027 -0.0402
C -0.683 3.991 3.066 0.021 0.091 0.054 -0.1768
C 0.244 3.633 4.209 0.039 -0.034 -0.014 -0.2008
C -0.343 3.956 5.583 0.002 -0.011 0.043 -0.0744
C -1.368 3.056 2.282 0.088 -0.187 -0.008 -0.1828
N -1.176 1.662 2.569 0.106 -0.018 0.122 0.0053
C -1.500 1.290 3.759 -0.092 0.025 0.083 -0.0958
C -1.033 0.070 4.313 -0.077 0.071 -0.058 -0.3455
C -1.218 -0.409 5.603 -0.026 -0.095 -0.033 -0.0263
C -0.402 -1.540 5.718 -0.012 0.035 -0.034 -0.0673
C 0.247 -1.671 4.499 -0.062 -0.013 -0.076 -0.1955
N -0.122 -0.710 3.616 0.067 0.152 0.415 -0.1021
H -3.573 2.028 -1.654 -0.015 0.018 0.015 0.0649
H -2.159 3.081 -1.567 0.038 0.014 -0.010 0.0824
H -3.764 3.704 -1.186 -0.020 0.047 0.008 0.0727
H -2.369 1.479 0.403 -0.036 0.083 -0.018 0.0648
H -3.884 2.248 0.820 0.003 -0.014 0.016 0.1170
H -2.921 5.136 0.127 -0.033 0.015 -0.040 0.1075
H -1.760 6.805 1.501 -0.001 0.029 -0.005 0.1101
H -0.312 6.076 3.362 0.008 0.020 0.016 0.1213
H 1.164 4.210 4.083 -0.002 0.021 -0.003 0.1165
H 0.541 2.585 4.166 0.024 0.049 -0.003 0.0935
H -0.695 4.986 5.628 0.001 0.026 -0.002 0.0767
H 0.405 3.820 6.363 0.015 -0.013 0.012 0.0797
H -1.190 3.311 5.822 -0.017 0.018 0.000 0.0619
H -2.090 1.949 4.400 0.036 -0.065 -0.068 0.1466
H -1.844 0.034 6.361 -0.038 0.013 0.031 0.1135
H -0.270 -2.171 6.579 0.000 -0.031 0.031 0.1013
H 0.951 -2.432 4.233 0.074 -0.049 -0.012 0.0564
C -2.511 -2.915 2.686 -0.043 0.054 0.070 -0.2036
S -2.967 -1.711 1.459 0.121 0.080 -0.197 0.9763
C -4.108 -0.732 2.416 0.032 0.005 0.033 -0.2053
O -1.743 -0.809 1.314 -0.185 0.050 -0.007 -0.7271
H -2.049 -2.398 3.527 -0.009 -0.043 0.038 0.0418
H -1.823 -3.612 2.214 0.026 -0.017 -0.002 0.0576
H -3.424 -3.425 2.991 -0.013 -0.054 -0.007 0.0775
H -4.165 0.236 1.924 -0.035 0.017 -0.024 0.0474
H -3.748 -0.628 3.438 0.008 0.025 0.008 0.0617
H -5.077 -1.225 2.377 -0.044 -0.021 0.052 0.0721
C 1.874 3.525 0.836 0.008 -0.006 -0.024 0.0569
C 1.247 2.203 1.073 0.192 0.156 -0.045 -0.6704
O 1.637 1.425 2.023 0.365 0.572 -0.003 -0.1643
O 0.324 1.770 0.321 0.042 0.417 -0.287 -0.1558
H 2.548 3.414 -0.017 0.012 0.017 -0.004 0.1041
H 2.443 3.845 1.704 -0.009 0.010 0.011 0.0989
H 1.103 4.247 0.573 0.002 0.015 0.005 0.1010
C 1.103 -3.941 -3.088 0.030 -0.006 0.007 -0.0960
C 1.177 -2.676 -3.953 0.004 0.010 -0.050 -0.5961
C 0.421 -2.997 -5.258 0.047 -0.031 0.049 -0.0825
C 2.651 -2.493 -4.346 0.048 0.036 0.027 -0.0944
Si 0.451 -1.099 -3.089 -0.086 -0.064 0.042 0.8454
C -1.501 -1.181 -2.976 -0.020 -0.040 -0.035 -0.5748
C -2.059 -2.578 -2.646 0.092 -0.069 0.085 -0.0943
C -1.948 -0.234 -1.863 0.014 0.109 -0.027 -0.1353
C -2.265 -0.747 -4.240 0.074 -0.065 -0.042 -0.0890
C 0.988 0.521 -4.046 0.042 0.028 -0.016 -0.5647
C 2.498 0.878 -4.085 -0.012 -0.007 0.053 -0.1023
C 0.609 0.405 -5.542 -0.004 0.012 0.044 -0.0983
C 0.251 1.750 -3.478 0.023 0.026 -0.035 -0.1023
H 1.500 -4.779 -3.670 -0.003 -0.024 -0.013 0.0921
H 0.089 -4.201 -2.798 -0.099 0.012 0.018 0.0655
H 1.706 -3.864 -2.186 -0.013 -0.008 -0.074 0.0431
H 0.907 -3.859 -5.725 0.002 -0.015 -0.019 0.0924
H 0.443 -2.189 -5.982 0.011 0.121 -0.042 0.0630
H -0.615 -3.273 -5.091 -0.166 -0.011 0.085 0.0638
H 3.032 -3.445 -4.727 0.013 -0.014 -0.018 0.0915
H 3.289 -2.203 -3.511 -0.002 0.007 0.013 0.0602
H 2.780 -1.756 -5.135 -0.014 0.058 -0.047 0.0710
H -1.577 -3.066 -1.802 -0.076 0.031 -0.229 0.0320
H -2.010 -3.258 -3.492 0.061 -0.038 -0.148 0.0720
H -3.120 -2.466 -2.399 -0.036 -0.011 0.003 0.0890
H -3.039 -0.285 -1.754 -0.010 -0.006 -0.008 0.0943
H -1.687 0.803 -2.068 -0.006 -0.076 0.030 0.0457
H -1.511 -0.512 -0.914 0.057 -0.051 0.142 0.0078
H -2.053 -1.376 -5.103 0.072 -0.023 -0.053 0.0759
H -2.095 0.289 -4.517 0.051 0.104 -0.008 0.0645
H -3.335 -0.849 -4.031 -0.026 0.004 -0.003 0.0901
H 3.167 0.028 -4.013 0.037 -0.090 0.004 0.0533
H 2.778 1.581 -3.310 0.003 0.016 0.061 0.0564
H 2.708 1.368 -5.038 0.009 0.028 -0.010 0.0875
H 1.307 -0.235 -6.079 0.033 -0.074 -0.008 0.0712
H 0.700 1.402 -5.983 -0.013 0.009 -0.016 0.0928
H -0.395 0.054 -5.742 -0.161 -0.084 0.022 0.0530
H 0.322 1.831 -2.392 0.016 -0.001 0.039 0.0525
H -0.804 1.760 -3.740 -0.085 -0.031 -0.042 0.0642
H 0.692 2.655 -3.906 0.001 0.017 -0.027 0.0952
```
Forces are in eV/Å.

## Properties
**Frontier orbital gap**: 0.2374 Ha
**Charge**: +1
**Highest occupied orbital energy**: -0.3302 hartree

---

Molecular formula: C3H5NO2
Method: DFT, ωB97M-V/def2-TZVPD

```
11
Properties=species:S:1:pos:R:3:forces:R:3:lowdin_charge:R:1
O -0.846 -0.509 1.918 0.318 0.165 -0.183 0.0658
C -0.128 0.390 1.298 -0.438 0.210 0.181 0.0029
C 0.848 -0.612 -0.831 -0.687 -0.046 -0.784 -0.0886
N -0.144 0.435 -1.115 -0.015 0.026 0.426 0.0198
C -0.773 0.871 0.016 0.060 0.272 0.068 -0.5526
O -1.635 1.729 0.123 0.265 -0.285 -0.236 0.0545
H -0.393 -0.691 2.756 -0.261 -0.019 -0.026 0.1168
H 1.393 -0.280 0.039 0.649 -0.167 0.297 0.0524
H 1.527 -0.805 -1.660 -0.126 0.211 0.017 0.0910
H 0.311 -1.536 -0.590 0.281 0.025 -0.105 0.0909
H -0.157 1.009 -1.955 -0.046 -0.392 0.345 0.1472
```
Forces are in eV/Å.

## Properties
**Frontier orbital gap**: 0.3441 Ha
**Highest occupied orbital energy**: -0.3224 hartree
**Energy relative to the best compared isomer or geometry (same formula, charge and spin)**: 3.375 eV

---

> Number 2 is which compound?

C37H69N2O3P2SSiZr